Entry 1:
C2H6N2O3 | ωB97M-V with the def2-TZVPD basis set

Summary:
Maximum force: 5.8 eV Å⁻¹
SMILES: NC(=O)C(=O)O.N

Last column: Mulliken charge in e.
Element x y z (Å)
N -0.30 1.56 -0.73  -0.36
C -0.61 0.39 -0.15  0.76
O -1.40 0.32 0.82  -0.72
C -0.37 -0.99 -0.82  0.46
O 0.24 -1.02 -1.86  -0.61
O -0.99 -1.88 -0.18  -0.54
H 0.19 1.54 -1.51  0.18
H -0.59 2.43 -0.36  0.22
H -1.37 -1.25 0.62  0.46
N 1.15 -0.21 0.92  -0.62
H 1.72 -0.62 0.30  0.24
H 0.69 -0.83 1.46  0.27
H 1.62 0.56 1.48  0.25

Entry 2:
C2H6N2O3S | ωB97M-V with the def2-TZVPD basis set

Summary:
Maximum force: 2.3 eV Å⁻¹

Last column: Mulliken charge in e.
Element x y z (Å)
C 1.29 -0.92 0.25  -1.18
C 0.24 -0.10 0.90  -0.07
N 0.79 1.75 0.58  0.09
N -1.34 0.60 -1.28  -0.52
O 1.58 1.79 -0.27  -0.20
O -1.53 -1.65 -0.24  -0.62
O -2.35 0.35 0.97  -0.63
S -1.38 -0.27 0.13  1.14
H 2.06 -1.24 0.95  0.32
H 0.84 -1.79 -0.22  0.34
H 1.78 -0.33 -0.54  0.35
H 0.15 -0.07 1.97  0.46
H -0.73 0.28 -2.01  0.26
H -1.40 1.60 -1.18  0.27

Entry 3:
C2H6N2O3S | ωB97M-V with the def2-TZVPD basis set

Summary:
Maximum force: 2.5 eV Å⁻¹

Last column: Mulliken charge in e.
Element x y z (Å)
C -2.80 -1.05 0.06  -0.36
C 1.32 1.46 0.21  -0.83
N -2.13 0.00 0.00  0.63
N -1.44 0.90 0.02  -0.82
O 0.54 -0.55 -1.39  -0.61
O 2.49 -0.86 0.05  -0.51
O 0.24 -0.87 1.03  -0.58
S 0.97 -0.29 -0.05  1.17
H -3.84 -1.05 -0.22  0.26
H 2.81 -1.05 -0.83  0.36
H -2.30 -1.95 0.35  0.24
H 2.09 1.51 0.97  0.35
H 1.66 1.84 -0.74  0.30
H 0.41 1.94 0.53  0.39

Entry 4:
C2H6N2OS | ωB97M-V with the def2-TZVPD basis set

Summary:
Maximum force: 5.4 eV Å⁻¹

Last column: Mulliken charge in e.
Element x y z (Å)
C 2.51 -0.14 0.09  -0.71
C -1.29 0.98 0.10  0.09
H 2.85 -1.14 -0.30  0.25
H 2.60 0.70 -0.75  0.24
H 2.93 0.02 1.13  0.29
H -1.68 2.04 -0.04  0.27
H -3.12 0.38 0.05  0.27
H -1.17 -1.68 -0.48  0.40
N -0.01 0.83 0.17  -0.35
N -2.27 -0.06 -0.19  -0.25
O -2.05 -1.32 0.28  -0.43
S 0.69 -0.62 -0.05  -0.07

Entry 5:
C2H6N2OS | ωB97M-V with the def2-TZVPD basis set

Summary:
Maximum force: 3.4 eV Å⁻¹
SMILES: NCC(=S)NO

Last column: Mulliken charge in e.
Element x y z (Å)
N 0.89 -1.02 0.44  -0.57
C -0.20 -0.75 -0.45  -0.83
C -1.05 0.43 -0.06  0.25
S -2.75 0.20 0.07  -0.32
N -0.26 1.47 0.23  -0.06
O 1.03 1.54 -0.19  -0.44
H 0.65 -1.07 1.52  0.24
H 1.39 -1.79 -0.04  0.23
H -0.85 -1.54 -0.63  0.43
H 0.40 -0.51 -1.42  0.33
H -0.58 2.43 0.53  0.24
H 1.32 0.60 0.00  0.52

Entry 6:
C2H6N2OS | ωB97M-V with the def2-TZVPD basis set

Summary:
Maximum force: 7.5 eV Å⁻¹
SMILES: NNC(=S)CO

Last column: Mulliken charge in e.
Element x y z (Å)
N -1.12 1.24 -0.75  -0.69
N 0.13 1.30 0.03  -0.08
C 0.70 0.27 0.69  0.37
S 1.97 0.44 1.82  -0.35
C -0.05 -1.03 0.45  -0.41
O 0.09 -1.25 -0.94  -0.53
H -0.85 0.69 -1.83  0.33
H -1.79 0.59 0.10  0.41
H 0.69 2.21 0.22  0.22
H -1.14 -0.67 0.24  0.00
H 0.34 -1.83 1.09  0.39
H 1.02 -1.96 -1.13  0.33

Entry 7:
C2H6N2OS2 | ωB97M-V with the def2-TZVPD basis set

Summary:
Maximum force: 5.8 eV Å⁻¹
SMILES: NNC(=O)C(S)S

Last column: Mulliken charge in e.
Element x y z (Å)
N -2.17 -0.40 0.07  -0.65
N -0.97 0.30 0.16  0.11
C 0.20 -0.41 0.05  0.50
O 0.42 -1.60 0.01  -0.61
C 1.54 0.66 0.29  -0.32
S 1.35 2.09 -0.94  -0.22
S 2.99 -0.42 0.14  -0.23
H -2.43 -0.91 0.86  0.24
H -2.38 -0.91 -0.73  0.23
H -0.95 1.24 0.04  0.21
H 1.53 1.19 1.29  0.37
H 1.60 1.32 -1.95  0.15
H 2.12 -1.41 -0.30  0.22

Entry 8:
C2H6N2S | ωB97M-V with the def2-TZVPD basis set

Summary:
Maximum force: 2.8 eV Å⁻¹
SMILES: [H]/N=C/N(C)S

Last column: Mulliken charge in e.
Element x y z (Å)
H -2.15 -1.19 -1.78  0.23
N -1.61 -0.59 -1.07  -0.58
C -0.36 -0.82 -0.97  0.09
N 0.51 -0.02 -0.21  -0.07
C 1.64 -0.63 0.38  -0.81
S -0.15 1.11 0.79  -0.20
H 0.10 -1.64 -1.42  0.31
H 2.14 -1.28 -0.29  0.33
H 2.34 0.18 0.76  0.24
H 1.17 -1.28 1.22  0.33
H -1.22 0.46 1.33  0.13

Entry 9:
C2H6N2S | ωB97M-V with the def2-TZVPD basis set

Summary:
Maximum force: 4.3 eV Å⁻¹
SMILES: [H]/N=C(/N)SC

Last column: Mulliken charge in e.
Element x y z (Å)
H -0.08 1.79 -1.82  0.28
N -0.56 0.85 -1.92  -0.68
C -0.05 0.09 -1.01  0.50
N -0.62 -1.14 -0.76  -0.53
S 1.26 0.44 0.06  -0.18
C 0.40 0.33 1.57  -0.71
H -1.29 -1.50 -1.39  0.24
H 0.15 -1.90 -0.54  0.26
H -0.24 -0.51 1.62  0.32
H 1.17 0.26 2.45  0.26
H -0.14 1.28 1.74  0.23

Entry 10:
C2H6N2S | ωB97M-V with the def2-TZVPD basis set

Summary:
Maximum force: 3.5 eV Å⁻¹
SMILES: N/N=C/CS

Last column: Mulliken charge in e.
Element x y z (Å)
N 0.02 1.97 -1.17  -0.43
N 0.49 0.69 -1.01  -0.26
C 0.20 0.28 0.18  0.08
C 0.58 -1.12 0.48  -0.69
S -0.86 -2.27 0.30  -0.20
H 0.00 2.21 -2.18  0.26
H -0.84 2.17 -0.61  0.25
H -0.31 0.78 1.02  0.31
H 0.80 -1.26 1.63  0.27
H 1.39 -1.43 -0.17  0.29
H -1.46 -2.01 1.53  0.12

Entry 11:
C2H6N2S | ωB97M-V with the def2-TZVPD basis set

Summary:
Maximum force: 4.6 eV Å⁻¹
SMILES: [H]/N=C(/N)CS

Last column: Mulliken charge in e.
Element x y z (Å)
H -1.48 -1.50 -0.01  0.23
N -1.81 -0.55 0.25  -0.83
C -0.72 0.14 0.05  0.75
N -0.53 1.43 -0.01  -0.37
C 0.47 -0.79 -0.25  -0.85
S 2.08 0.09 0.05  -0.30
H 0.36 1.82 -0.31  0.16
H -1.25 2.08 -0.20  0.26
H 0.34 -1.08 -1.28  0.39
H 0.38 -1.65 0.31  0.41
H 2.15 -0.01 1.40  0.16

Entry 12:
C2H6N2S | ωB97M-V with the def2-TZVPD basis set

Summary:
Maximum force: 6.9 eV Å⁻¹

Last column: Mulliken charge in e.
Element x y z (Å)
C 0.60 0.93 1.34  -0.78
C -0.18 -0.77 -1.65  -0.17
H 0.92 0.71 2.24  0.43
H 0.15 1.91 1.04  0.24
H 1.51 0.73 0.80  0.29
H -0.33 -0.98 0.99  0.27
H -1.94 -0.04 -0.92  0.30
H -0.68 -0.88 -2.60  0.34
N -0.43 -0.02 0.82  -0.25
N -0.63 0.23 -0.66  -0.41
S 1.02 -1.82 -1.40  -0.25

E_HOMO per entry: -0.3530, -0.3436, -0.3124, -0.2909, -0.3058, -0.3090, -0.3286, -0.3192, -0.3327, -0.3173, -0.3303, -0.3268 Ha
Relative energy (zero: lowest compared OMol25 entry of this formula, charge and spin) per entry: 39.9, 78.5, 56.7, 112.7, 72.1, 126.8, 29.2, 35.7, 14.0, 43.8, 17.7, 94.6 kcal/mol
Frontier orbital gap per entry: 10.317, 8.519, 9.070, 8.637, 8.757, 8.553, 9.574, 9.587, 9.819, 9.479, 9.703, 8.990 eV